(1)
Molecular formula: C2H3FS
Method: DFT, ωB97M-V with the def2-TZVPD basis set

```
7
Properties=species:S:1:pos:R:3
C 0.6132 -0.3739 0.4452
C -0.5301 -0.1371 -0.3073
F -1.7770 -0.4829 0.2590
S 2.1248 0.2067 0.1009
H 0.6539 -0.9727 1.3644
H -0.5159 -0.2418 -1.3513
H -0.5689 2.0017 -0.5109
```

HOMO energy (spin up / spin down)	-0.3436 / -0.3354	Eh
total energy	-575.8784	Ha
relative energy (zero: lowest compared OMol25 entry of this formula, charge and spin)	392.6	kJ/mol
LUMO energy (spin up / spin down)	-1.20 / -2.02	eV

These are the natural (NBO) partial charges, in e, on atoms 1 to 5: -0.44 0.23 -0.35 0.08 0.24

(2)
Molecular formula: C17H13BrO4
Method: DFT, ωB97M-V with the def2-TZVPD basis set

```
35
Properties=species:S:1:pos:R:3
C -6.0240 -0.4253 -0.0468
C -4.5617 -0.1856 -0.0312
O -4.1444 1.0937 -0.0734
C -2.7822 1.0792 -0.0500
C -1.9172 2.1552 -0.0766
C -0.5604 1.8864 -0.0442
C -0.0774 0.5722 0.0133
O 1.2446 0.2439 0.0448
C 2.2110 1.2661 0.0090
C 3.5917 0.6619 0.0158
C 4.6921 1.4777 0.2543
C 5.9717 0.9557 0.2458
C 6.1450 -0.3958 -0.0006
Br 7.9065 -1.1224 -0.0121
C 5.0638 -1.2252 -0.2374
C 3.7881 -0.6896 -0.2305
C -0.9551 -0.5067 0.0411
C -2.3141 -0.2460 0.0088
C -3.5021 -1.0607 0.0202
C -3.5282 -2.5136 0.0746
O -2.5556 -3.2272 0.1127
O -4.7788 -3.0236 0.0789
H -6.2954 -1.0423 -0.9011
H -6.3273 -0.9608 0.8507
H -6.5455 0.5265 -0.1002
H -2.2837 3.1678 -0.1208
H 0.1240 2.7190 -0.0634
H 2.0941 1.8726 -0.9041
H 2.1013 1.9328 0.8778
H 4.5494 2.5308 0.4483
H 6.8253 1.5894 0.4307
H 5.2151 -2.2768 -0.4264
H 2.9349 -1.3229 -0.4113
H -0.5816 -1.5154 0.0869
H -4.7238 -3.9912 0.1164
```

HOMO energy	-0.3128	Eh
total energy	-3530.6141	Ha
SMILES	Cc1oc2ccc(OCc3ccc(Br)cc3)cc2c1C(=O)O
LUMO energy	0.64	eV

These are the natural (NBO) partial charges, in e, on atoms 1 to 5: -0.67 0.43 -0.42 0.30 -0.25

(3)
Molecular formula: C2H2N2OS
Method: DFT, ωB97M-V with the def2-TZVPD basis set

```
8
Properties=species:S:1:pos:R:3
C -0.6038 -2.2349 -1.6155
N 0.3196 -1.6104 -1.2412
S 1.5713 -1.0661 -0.5925
H -1.6023 -2.0588 -1.8895
N -0.2799 0.7415 -0.8401
C -1.2290 0.9141 -0.1478
O -2.0730 1.0213 0.6258
H 0.2859 1.4547 -1.2886
```

HOMO energy (spin up / spin down)	-0.3127 / -0.3127	Eh
total energy	-660.2495	Ha
SMILES	C#[N+][S-].N=C=O
relative energy (zero: lowest compared OMol25 entry of this formula, charge and spin)	257.7	kJ/mol
LUMO energy (spin up / spin down)	0.00 / 0.00	eV

These are the natural (NBO) partial charges, in e, on atoms 1 to 5: 0.07 -0.42 0.14 0.23 -0.80

(4)
Molecular formula: C5H41NO15
Method: DFT, ωB97M-V with the def2-TZVPD basis set

```
62
Properties=species:S:1:pos:R:3
C 2.8510 1.0646 -1.8090
C 1.8322 0.0068 -1.2574
N 1.6622 -1.0384 -2.3021
C 2.7665 -1.6081 -3.0152
C 0.9035 -2.1571 -1.6766
C -0.5868 -2.1538 -2.0224
O -1.0252 -1.2673 -0.8643
H 3.1508 1.8835 -1.1447
H 2.4970 1.5069 -2.7358
H 3.7727 0.4920 -2.0205
H 0.8840 0.5760 -1.1866
H 2.3375 -0.5021 -0.4343
H 3.4378 -2.2200 -2.3858
H 2.4939 -2.2297 -3.9041
H 3.5023 -0.9403 -3.4680
H 1.4011 -3.0980 -2.0062
H 1.0500 -2.2075 -0.5594
H -1.1427 -3.0880 -1.9473
H -0.6619 -1.6204 -2.9466
H -1.9717 -1.0500 -0.8700
H -1.2314 2.3641 -1.7366
H -1.4596 0.9847 -2.3608
O -1.7058 1.5357 -1.5964
H -0.2213 0.8951 1.6580
H 0.2093 1.8234 0.5095
O 0.4019 1.6051 1.4279
H 0.6189 3.3617 2.4081
H 0.0692 4.7282 2.3812
O 0.7918 4.2363 2.7904
H -4.7208 0.8170 1.1877
H -4.5481 -0.7340 1.2041
O -4.3562 0.0705 1.7020
H 2.7246 -1.5627 3.8399
H 2.9428 -0.5493 2.8752
O 2.2612 -1.2509 3.0473
H -1.6825 -4.7634 0.9605
H -0.9015 -3.8066 1.9459
O -1.6898 -4.3607 1.8289
H -3.5566 2.9318 1.4208
H -2.1920 2.3955 1.9314
O -2.6303 3.1578 1.5255
H 0.3370 -2.1009 0.9631
H 1.0454 -2.1567 2.3182
O 0.6982 -2.7547 1.6005
H 3.6634 2.0404 2.5337
H 2.3722 1.5387 2.7637
O 3.2817 1.2643 2.9855
H 4.2579 -1.6611 0.4394
H 3.2420 -2.7250 1.0145
O 4.0328 -2.5916 0.4805
H 0.7581 0.3523 -3.6437
H -0.2444 0.8934 -4.7796
O -0.1670 0.5358 -3.8922
H -1.5547 -0.4979 2.6227
H -2.7674 0.1345 1.8907
O -1.8840 0.3516 2.2995
H -3.4633 0.6109 -1.1983
H -4.3323 -0.5003 -1.9829
O -4.0368 -0.1679 -1.1329
H -2.0075 4.4462 -1.0229
H -2.4237 3.4262 -1.8512
O -1.9725 4.2674 -1.9854
```

HOMO energy	-0.3298	Eh
total energy	-1398.3998	Ha
relative energy (zero: lowest compared OMol25 entry of this formula, charge and spin)	352.2	kJ/mol
LUMO energy	-0.11	eV

These are the natural (NBO) partial charges, in e, on atoms 1 to 5: -0.63 -0.22 -0.51 -0.44 -0.23

(5)
Molecular formula: CH4N3O3S2
Method: DFT, ωB97M-V with the def2-TZVPD basis set

```
13
Properties=species:S:1:pos:R:3
C 0.2933 -0.0678 0.3219
N 1.2595 -1.0868 2.5666
N 1.0670 -0.6248 -0.6042
N -0.8836 0.4372 0.5972
O -1.1871 0.5726 3.2862
O -0.5614 -0.6281 5.3533
O 0.0414 -1.5711 2.9590
S 1.6919 0.1250 3.4965
S -0.3596 -0.3124 4.0150
H 1.9633 -1.1188 -0.5539
H 0.8851 -0.4821 -1.6281
H -1.2165 0.6184 1.6317
H -1.5550 0.7093 -0.1604
```

HOMO energy (spin up / spin down)	-0.4777 / -0.5334	Eh
total energy	-1226.3828	Ha
total charge	+1
LUMO energy (spin up / spin down)	-5.66 / -4.95	eV

These are the natural (NBO) partial charges, in e, on atoms 1 to 5: 0.69 -0.32 -0.80 -0.81 -0.90

(6)
Molecular formula: C6H5ClN2S
Method: DFT, ωB97M-V with the def2-TZVPD basis set

```
15
Properties=species:S:1:pos:R:3
C -0.4093 1.0364 1.8127
C 1.4530 -0.7605 -0.3987
C 0.4133 -1.3502 0.1258
C 1.5099 0.5905 -0.9543
C -0.9976 -0.7930 0.1910
C -1.0731 0.6599 0.5621
N 0.1339 1.3250 2.7727
N 0.7331 1.5334 -0.6447
S -2.2248 1.8303 -0.1088
Cl -2.2682 1.0568 -1.9647
H 2.4405 -1.2397 -0.4057
H 0.7786 -2.2474 0.5285
H 2.3839 0.7423 -1.5022
H -1.2740 -0.8908 -0.8230
H -1.5995 -1.4929 0.8093
```

HOMO energy	-0.3092	Eh
total energy	-1199.3574	Ha
relative energy (zero: lowest compared OMol25 entry of this formula, charge and spin)	226.1	kJ/mol
LUMO energy	-1.26	eV

These are the natural (NBO) partial charges, in e, on atoms 1 to 5: 0.22 -0.25 -0.13 -0.03 -0.51